[1]
A structure of composition C17H28AsBF2LuN2O6S at a distorted geometry, computed with wB97M-V/def2-TZVPD.

Calculated values
Relative energy (zero: lowest compared OMol25 entry of this formula, charge and spin): 156.02 kJ/mol
Spin multiplicity: 1
LUMO: -2.61 eV
E_HOMO: -10.97 eV
F_max: 0.06424 Eh/bohr
Net charge: +1
Total energy: -144753.2141 eV

Geometry (Å):
Lu (0.207, -2.154, 0.579)
O (1.814, -5.916, 1.477)
C (1.893, -4.658, 1.863)
O (0.947, -3.890, 1.770)
C (3.223, -4.216, 2.285)
O (3.212, -2.824, 2.734)
C (3.872, -1.875, 1.899)
C (2.625, -1.619, 1.085)
O (1.708, -0.918, 1.562)
O (2.361, -2.368, 0.086)
H (0.928, -6.148, 1.174)
H (3.806, -4.303, 1.366)
H (3.753, -4.832, 3.089)
H (4.646, -2.378, 1.425)
H (4.220, -1.118, 2.575)
C (-3.402, -0.690, -1.541)
As (-3.739, -0.901, 0.279)
C (-4.818, 0.627, 0.854)
C (-4.939, -2.394, 0.221)
S (-2.045, -0.809, 1.527)
H (-4.388, -0.572, -2.065)
H (-2.947, -1.575, -1.982)
H (-2.897, 0.239, -1.802)
H (-5.621, 0.717, 0.149)
H (-4.217, 1.589, 0.744)
H (-5.161, 0.362, 1.818)
H (-6.010, -2.170, 0.223)
H (-4.730, -3.002, 1.115)
H (-4.753, -3.032, -0.628)
F (-0.085, -5.185, -0.782)
B (-0.702, -3.984, -1.000)
F (-1.558, -4.005, -2.098)
C (2.638, 5.688, 0.298)
C (2.485, 4.165, 0.460)
N (1.362, 3.384, -0.179)
C (0.010, 3.786, 0.059)
C (-0.528, 3.485, 1.475)
C (1.638, 2.769, -1.374)
O (2.725, 2.912, -1.925)
C (0.772, 1.530, -1.866)
C (0.543, 1.397, -3.226)
C (-0.320, 0.326, -3.632)
C (-0.426, -0.717, -2.774)
N (0.026, -0.682, -1.497)
C (0.483, 0.486, -1.049)
H (3.541, 6.009, 0.764)
H (1.726, 6.234, 0.584)
H (2.736, 5.887, -0.782)
H (2.363, 3.927, 1.489)
H (3.394, 3.651, 0.226)
H (-0.566, 3.264, -0.698)
H (0.053, 4.841, -0.209)
H (-0.308, 2.484, 1.654)
H (-1.618, 3.720, 1.598)
H (-0.028, 4.115, 2.231)
H (0.970, 2.101, -3.883)
H (-0.604, 0.277, -4.675)
H (-0.902, -1.639, -3.115)
H (0.635, 0.602, 0.047)

Force components x, y, z for each atom (eV/Å):
-1.45 -0.27 -1.26
0.77 0.42 0.74
-1.26 -0.78 -0.54
-0.66 -0.01 0.39
2.24 1.37 1.42
-0.10 -2.61 0.98
-1.98 -0.31 0.73
0.90 -0.29 -1.08
-0.25 1.54 0.84
0.73 0.31 -0.08
-0.37 0.20 -0.31
0.30 -0.08 -0.05
-1.12 0.57 -1.13
1.55 -0.39 -1.40
0.00 0.71 -0.12
-1.01 0.71 -2.06
-0.96 1.01 0.14
1.71 0.68 -1.73
-0.07 -1.11 1.37
0.53 -0.44 0.36
0.53 -0.29 0.64
0.28 0.09 0.19
0.47 -0.22 0.24
-0.67 -0.11 -0.22
-0.62 -1.41 0.69
-0.33 0.29 1.14
0.32 0.53 0.06
-0.20 0.14 -0.25
0.37 -0.02 -0.42
-0.47 0.11 -0.37
-0.40 -0.09 -0.69
0.89 -0.17 1.14
-1.61 -1.00 -2.13
-0.74 -0.41 0.23
1.38 -0.16 -0.72
-0.53 0.61 0.37
-0.38 2.52 -0.50
1.72 -1.45 0.36
-1.10 -0.08 -0.22
1.15 2.65 -0.66
-1.89 -1.46 0.80
2.53 2.02 -0.66
-0.36 -1.39 0.91
-0.65 -0.11 0.29
-0.22 -0.30 1.64
0.37 0.34 0.63
0.55 -0.07 0.44
0.18 0.07 0.28
-0.28 0.06 1.21
0.46 -0.13 -0.65
-0.48 0.09 0.01
-0.98 0.28 0.27
0.06 -1.83 0.67
0.91 -0.42 -0.39
-0.01 -0.34 -0.30
0.11 0.79 -0.85
-0.24 -0.24 0.14
0.25 0.11 0.33
0.13 -0.20 -0.83



[2]
A structure of composition C17H28BF2MnN4OS2, computed with wB97M-V/def2-TZVPD.

Calculated values
Relative energy (zero: lowest compared OMol25 entry of this formula, charge and spin): 0.00 kJ/mol
Spin multiplicity: 2
LUMO (spin up / spin down): -2.53 / -2.52 eV
E_HOMO (spin up / spin down): -11.10 / -10.69 eV
F_max: 0.00769 Eh/bohr
Net charge: +1
Total energy: -85190.9169 eV

Geometry (Å):
Mn (0.905, -1.272, 1.622)
C (3.247, -2.159, 3.197)
C (2.126, -1.820, 4.165)
N (0.789, -2.035, 3.563)
C (0.245, -3.410, 3.611)
C (0.890, -4.366, 2.619)
S (1.039, -3.624, 0.955)
C (2.833, -3.769, 0.636)
C (3.562, -2.429, 0.778)
N (2.977, -1.602, 1.849)
H (4.198, -1.795, 3.593)
H (3.346, -3.238, 3.101)
H (2.246, -2.404, 5.083)
H (2.178, -0.763, 4.427)
H (0.143, -1.469, 4.102)
H (0.335, -3.828, 4.619)
H (-0.818, -3.320, 3.385)
H (1.878, -4.685, 2.942)
H (0.274, -5.261, 2.538)
H (3.224, -4.532, 1.307)
H (2.952, -4.148, -0.377)
H (4.626, -2.615, 0.958)
H (3.474, -1.862, -0.147)
H (3.388, -0.675, 1.784)
C (-4.073, 3.263, -1.008)
C (-3.203, 2.031, -1.221)
C (-1.889, 2.172, -0.470)
N (-1.037, 0.985, -0.611)
C (0.240, 0.893, -0.917)
S (1.115, -0.565, -0.610)
N (0.919, 1.911, -1.494)
C (0.491, 2.977, -2.348)
O (1.095, 4.012, -2.309)
C (-0.610, 2.684, -3.297)
C (-1.408, 3.745, -3.718)
C (-2.422, 3.523, -4.634)
C (-2.620, 2.248, -5.152)
C (-1.806, 1.196, -4.756)
C (-0.805, 1.408, -3.821)
H (-5.022, 3.164, -1.533)
H (-3.575, 4.158, -1.385)
H (-4.290, 3.418, 0.050)
H (-3.011, 1.882, -2.283)
H (-3.723, 1.137, -0.861)
H (-2.082, 2.297, 0.598)
H (-1.338, 3.051, -0.796)
H (-1.431, 0.124, -0.256)
H (1.916, 1.898, -1.332)
H (-1.220, 4.734, -3.320)
H (-3.050, 4.343, -4.953)
H (-3.407, 2.078, -5.875)
H (-1.949, 0.210, -5.178)
H (-0.163, 0.587, -3.526)
F (-0.410, 1.620, 2.441)
B (-0.071, 0.366, 2.191)
F (-1.216, -0.472, 2.076)

Force components x, y, z for each atom (eV/Å):
-0.03 -0.39 -0.02
-0.06 0.00 -0.07
-0.03 -0.04 0.01
0.06 -0.04 0.08
0.04 0.01 0.01
0.02 0.01 -0.02
0.07 0.00 -0.03
-0.03 0.11 0.06
-0.04 -0.07 -0.07
0.05 0.17 0.11
0.00 0.00 0.00
0.02 0.00 -0.02
-0.01 0.02 0.00
0.00 0.00 0.00
-0.02 0.02 -0.08
0.00 0.01 0.00
0.00 -0.01 0.00
0.00 -0.01 0.01
0.00 0.00 0.00
0.00 -0.01 -0.02
0.00 0.00 -0.01
0.00 -0.01 -0.01
0.00 -0.01 0.00
-0.01 0.00 0.01
0.01 -0.02 -0.01
0.00 0.01 0.01
0.00 0.05 0.02
0.03 0.00 -0.01
-0.06 -0.11 0.00
0.03 0.05 0.08
0.00 0.03 -0.04
0.00 -0.05 0.01
0.00 0.02 -0.01
-0.02 0.00 -0.04
0.02 0.01 0.01
0.00 0.00 -0.01
0.01 -0.01 0.01
-0.01 0.00 -0.01
0.02 0.01 0.01
0.00 0.00 0.00
-0.01 0.01 0.00
0.00 0.01 0.00
0.01 -0.01 -0.01
0.00 0.00 0.01
0.02 0.00 0.03
-0.03 -0.02 0.01
-0.01 0.00 0.00
0.00 0.01 0.00
0.00 0.00 0.00
0.00 0.00 0.00
0.00 0.00 0.00
0.00 0.00 0.00
0.00 0.00 0.01
0.02 0.00 0.02
0.09 0.07 -0.02
-0.14 0.18 -0.05



[3]
A structure of composition C17H28CeNO2P2S at a distorted geometry, computed with wB97M-V/def2-TZVPD.

Calculated values
Relative energy (zero: lowest compared OMol25 entry of this formula, charge and spin): 60.15 kJ/mol
Spin multiplicity: 1
LUMO (spin up / spin down): -11.75 / -11.74 eV
E_HOMO (spin up / spin down): -16.97 / -16.97 eV
F_max: 0.07068 Eh/bohr
Net charge: +3
Total energy: -65983.3018 eV

Geometry (Å):
Ce (-0.261, -1.167, 0.688)
P (1.327, 3.006, 0.284)
C (-0.306, 2.613, -0.520)
C (-0.595, 1.539, -1.601)
N (-0.723, 0.224, -1.226)
C (-1.300, -0.662, -2.085)
C (-1.684, -0.290, -3.373)
C (-1.450, 1.013, -3.800)
C (-0.841, 1.910, -2.924)
C (-1.482, -2.143, -1.684)
P (-2.365, -2.829, -0.178)
H (-0.624, 2.938, -3.226)
H (-2.174, -1.048, -3.993)
H (-1.737, 1.314, -4.800)
H (-2.177, -2.554, -2.433)
H (-0.494, -2.649, -1.783)
H (-1.014, 2.476, 0.293)
H (-0.600, 3.591, -0.978)
H (-4.896, 3.914, 1.681)
O (-5.616, 4.532, 1.639)
H (-5.392, 5.143, 0.918)
H (1.324, 2.618, 1.642)
O (0.486, 0.628, 1.657)
H (0.607, 0.869, 2.604)
C (-4.120, -2.863, -0.638)
H (-4.382, -3.782, -1.185)
H (-4.721, -2.809, 0.282)
H (-4.371, -1.990, -1.250)
C (-1.945, -4.611, -0.385)
H (-1.976, -5.092, 0.602)
H (-2.669, -5.106, -1.050)
H (-0.927, -4.736, -0.774)
C (2.825, 2.420, -0.503)
H (3.519, 3.252, -0.684)
H (3.339, 1.736, 0.188)
H (2.602, 1.892, -1.438)
C (1.408, 4.797, 0.500)
H (1.418, 5.047, 1.568)
H (2.310, 5.217, 0.050)
H (0.530, 5.269, 0.052)
S (1.987, -2.176, -0.467)
C (2.725, -2.095, 1.096)
C (2.194, -2.826, 2.178)
C (2.756, -2.692, 3.449)
C (3.856, -1.853, 3.644)
C (4.370, -1.102, 2.576)
C (3.828, -1.236, 1.306)
H (1.346, -3.488, 1.993)
H (2.344, -3.278, 4.273)
H (4.331, -1.785, 4.626)
H (5.221, -0.441, 2.728)
H (4.188, -0.652, 0.463)

Force components x, y, z for each atom (eV/Å):
3.31 1.32 0.71
-0.03 0.81 0.86
-0.09 0.37 -1.01
0.63 -0.43 0.21
-0.88 0.29 -0.18
0.05 0.18 -0.11
-0.22 -0.20 0.35
0.27 -0.44 0.12
-0.08 0.43 0.67
0.29 0.25 -0.71
-0.46 -1.04 -0.37
-0.25 -0.34 0.03
0.22 0.51 0.05
0.08 0.06 0.02
0.67 -0.08 -0.12
-0.56 0.02 -0.12
0.03 -0.09 0.23
0.30 -0.72 0.26
0.46 -0.38 0.06
-0.29 0.60 -0.42
-0.19 -0.21 0.36
-0.06 -0.12 -0.82
-0.99 -1.89 0.23
-0.07 -0.24 -0.77
-0.59 0.62 0.34
0.26 0.32 0.18
0.07 -0.07 -0.33
-0.05 -0.09 0.15
0.46 -0.03 0.40
-0.11 0.01 -0.25
0.31 0.26 0.19
-0.19 -0.02 0.06
0.37 -0.53 -0.11
-0.40 -0.14 -0.08
-0.24 0.04 -0.23
0.15 0.14 0.17
-0.24 0.40 -0.12
-0.02 -0.17 -0.24
-0.12 -0.08 -0.07
0.15 0.11 0.03
-1.49 0.31 -0.04
-0.12 0.39 0.50
-0.17 0.46 0.07
-0.07 -0.13 0.10
-0.13 -0.11 0.02
0.04 -0.24 -0.40
-0.27 0.25 0.31
0.29 -0.21 0.12
0.22 0.21 -0.19
-0.24 -0.02 -0.31
-0.17 -0.16 0.02
0.16 -0.18 0.15